22
Properties=species:S:1:pos:R:3:nbo_charge:R:1 method="wB97M-V/def2-TZVPD" molar_mass_g_mol=107.18 energy_ha=-345.91233 homo_ev=-13.264 total_charge=+1 e_above_lowest_kcal_mol=20.94 lumo_energy_ev=-3.33
N -1.01591 2.18756 0.24931 -0.6939
C -0.94056 1.36715 -0.99545 -0.2361
C -1.34577 -0.10436 -0.80400 -0.2363
N -0.40890 -0.87323 0.02988 -0.6587
C 0.69277 -1.39150 -0.75142 -0.2295
C 1.57992 -2.26480 0.09780 -0.6258
H -0.74054 3.15978 0.03074 0.4441
H -1.94470 2.19513 0.66821 0.4369
H -0.30105 1.83712 0.95016 0.4834
H 0.05379 1.44222 -1.38016 0.2325
H -1.61800 1.80327 -1.73365 0.2314
H -2.32940 -0.16815 -0.33978 0.2120
H -1.35851 -0.50903 -1.82765 0.2116
H -0.87050 -1.64027 0.48117 0.3804
H 0.29588 -1.97934 -1.59077 0.1823
H 1.29231 -0.56243 -1.14292 0.1903
H 2.58997 -2.24328 -0.23061 0.2369
H 1.27456 -3.30219 0.16648 0.2238
H 1.71579 -1.81387 1.07214 0.2046
H 0.79415 -0.07019 1.73100 0.4995
H 1.44063 0.94096 2.73223 0.4878
O 1.32330 0.77387 1.79823 -0.9769